Record 1
# C2HFMnO

A structure of composition C2HFMnO (the ωB97M-V functional and the def2-TZVPD basis, OMol25).

Each line ends with the natural charge from an NBO analysis.
Geometry (Å):
H 0.363584 0.191047 -1.710471  0.429
O -0.488304 -0.960003 -1.382244  -0.421
C 0.308152 -0.326975 -0.560973  0.158
C 0.146016 0.158665 0.676606  -0.183
F 0.941352 -0.483766 1.615722  -0.293
Mn -1.270801 1.421032 1.361360  1.312

Atoms 1-3, force components in eV/Å:
H 1.3 -0.2 1.6
O 1.2 0.8 2.0
C -3.1 -1.4 -6.5

Properties
net charge	+1
LUMO level (alpha / beta)	-0.2655 / -0.2571	Ha
2S+1	7
HOMO (alpha / beta)	-12.65 / -14.11	eV
HOMO-LUMO gap (alpha / beta)	5.42 / 7.11	eV

=====

Record 2
# C2HClFNO3

The molecule C2HClFNO3 (the ωB97M-V functional and the def2-TZVPD basis, OMol25).

Each line ends with the natural charge from an NBO analysis.
Geometry (Å):
C 0.271565 -1.287997 0.136363  0.841
C 0.030391 0.039932 -0.523083  -0.197
N -0.057332 1.165363 0.414419  0.198
O -0.137309 -2.339984 -0.107806  -0.460
O 0.092738 2.279437 -0.069458  -0.140
O -0.336349 0.901754 1.574854  -0.148
F 1.164716 -1.197021 1.119723  -0.319
Cl -1.616738 0.144240 -1.225638  -0.025
H 0.588320 0.294278 -1.319373  0.250

Atoms 1-3, force components in eV/Å:
C 1.2 0.5 0.8
C -3.7 0.9 2.6
N 2.6 -5.9 -3.9

Properties
LUMO level (alpha / beta)	0.0154 / -0.1526	Ha
2S+1	3
relative energy (zero: lowest compared OMol25 entry of this formula, charge and spin)	0.0	kJ/mol
HOMO (alpha / beta)	-8.91 / -11.79	eV
HOMO-LUMO gap (alpha / beta)	9.33 / 7.63	eV